Density functional theory data (ωB97M-V/def2-TZVPD) for a structure of composition C49H40ClGeN2O2PReS in a non-equilibrium geometry.

```
98
Properties=species:S:1:pos:R:3
Re 0.204 -0.762 -1.299
C -6.857 -2.621 -3.430
C -5.463 -2.141 -3.710
C -5.234 -0.938 -4.375
C -3.944 -0.476 -4.568
C -2.869 -1.235 -4.142
C -3.073 -2.457 -3.537
C -4.368 -2.891 -3.299
S -1.227 -0.626 -4.549
O -0.869 -1.255 -5.797
O -1.272 0.812 -4.512
N -0.267 -1.133 -3.323
C 0.869 -1.834 -3.487
C 1.555 -2.154 -4.673
C 2.715 -2.883 -4.584
C 3.196 -3.289 -3.334
C 2.508 -2.896 -2.209
N 1.383 -2.189 -2.279
H -7.425 -1.878 -2.871
H -6.835 -3.543 -2.855
H -7.389 -2.812 -4.360
H -6.067 -0.352 -4.735
H -3.748 0.471 -5.048
H -2.227 -3.067 -3.248
H -4.524 -3.826 -2.781
H 1.158 -1.814 -5.613
H 3.262 -3.130 -5.483
H 4.098 -3.872 -3.246
H 2.850 -3.142 -1.212
Cl -2.904 -1.375 -0.647
C -3.446 0.228 -0.964
C -4.700 0.433 -1.500
C -5.102 1.726 -1.787
C -4.252 2.789 -1.535
C -3.006 2.570 -0.971
C -2.590 1.281 -0.661
P -0.952 0.749 0.164
C -1.771 0.151 1.673
C -2.658 0.966 2.365
C -3.284 0.487 3.503
C -3.057 -0.810 3.933
C -2.173 -1.624 3.240
C -1.520 -1.140 2.124
C -0.249 2.383 0.516
C 0.252 3.141 -0.541
C 0.907 4.332 -0.286
C 1.084 4.762 1.020
C 0.603 4.000 2.072
C -0.066 2.816 1.824
H -5.347 -0.406 -1.688
H -6.086 1.899 -2.194
H -4.566 3.798 -1.758
H -2.355 3.404 -0.750
H -2.850 1.970 2.016
H -3.955 1.125 4.057
H -3.574 -1.193 4.801
H -1.991 -2.636 3.574
H -0.814 -1.753 1.573
H 0.121 2.783 -1.557
H 1.290 4.920 -1.107
H 1.606 5.684 1.227
H 0.744 4.324 3.093
H -0.442 2.223 2.647
C 0.729 -0.191 0.481
Ge 2.226 0.030 1.705
C 1.888 0.897 3.462
C 2.718 1.924 3.891
C 2.554 2.495 5.139
C 1.543 2.054 5.975
C 0.697 1.043 5.552
C 0.871 0.466 4.306
C 3.102 -1.726 2.040
C 4.099 -2.128 1.161
C 4.801 -3.299 1.373
C 4.515 -4.082 2.480
C 3.525 -3.689 3.365
C 2.819 -2.518 3.143
C 3.597 1.071 0.735
C 3.362 1.571 -0.536
C 4.342 2.285 -1.203
C 5.573 2.498 -0.606
C 5.826 1.986 0.657
C 4.843 1.273 1.318
H 3.493 2.290 3.236
H 3.222 3.281 5.459
H 1.419 2.498 6.952
H -0.101 0.701 6.196
H 0.207 -0.322 3.976
H 4.332 -1.493 0.317
H 5.586 -3.586 0.685
H 5.070 -4.993 2.653
H 3.320 -4.287 4.242
H 2.053 -2.206 3.838
H 2.397 1.371 -0.999
H 4.155 2.674 -2.194
H 6.342 3.051 -1.127
H 6.792 2.137 1.121
H 5.043 0.846 2.293
```

**2S+1**: 4
**⟨S²⟩**: 3.872
**E_LUMO (spin up / spin down)**: -0.332 / -0.773 eV

Here are the Mulliken charges for atoms 1 to 2, given in e:
1 Re 0.82
2 C -1.47

---

Density functional theory data (ωB97M-V/def2-TZVPD) for a structure of composition C49H41BBr3N8O16 in a non-equilibrium geometry.

```
118
Properties=species:S:1:pos:R:3
O 2.579 -2.290 -3.786
C 1.943 -1.650 -2.943
O 2.448 -1.227 -1.784
B 1.552 -0.249 -1.124
O 0.326 -0.265 -1.994
C 0.592 -1.069 -3.029
O -0.249 -1.464 -3.844
O 2.081 1.079 -0.939
C 1.617 1.590 0.142
O 1.668 2.768 0.533
C 1.109 0.388 0.940
O 1.174 -0.673 0.275
O 0.791 0.473 2.115
C 1.222 0.536 5.418
Br 3.027 1.330 5.593
Br 0.024 2.094 5.275
Br 0.904 -0.304 7.179
H 1.374 -0.122 4.562
C 6.956 -0.287 -2.367
C 7.404 -0.879 -3.568
C 6.662 -0.781 -4.735
C 5.353 -0.188 -4.717
C 4.896 0.368 -3.522
C 5.685 0.326 -2.398
N 4.571 0.024 -6.028
O 3.596 0.753 -6.028
O 5.179 -0.423 -7.053
H 7.421 -0.283 -1.392
H 8.381 -1.338 -3.607
H 7.195 -1.252 -5.548
H 3.859 0.662 -3.459
H 5.191 0.619 -1.483
C 2.068 4.899 3.276
C 3.234 5.202 2.565
C 3.716 6.530 2.546
C 3.132 7.468 3.495
C 1.975 7.115 4.242
C 1.433 5.868 4.090
N 3.707 8.875 3.576
O 3.132 9.710 4.234
O 4.734 9.134 3.014
H 1.550 3.955 3.185
H 3.696 4.499 1.888
H 4.561 6.780 1.922
H 1.635 7.864 4.941
H 0.507 5.674 4.611
C -0.423 -4.405 -0.347
C -0.796 -5.730 -0.702
C 0.074 -6.792 -0.593
C 1.377 -6.541 -0.208
C 1.837 -5.248 0.064
C 0.903 -4.188 0.068
N 2.245 -7.699 0.128
O 1.682 -8.847 0.304
O 3.441 -7.526 0.404
H -1.022 -3.511 -0.430
H -1.650 -6.178 -1.187
H -0.312 -7.761 -0.871
H 2.873 -4.978 0.205
H 1.254 -3.209 0.361
C -2.400 -3.989 -3.530
C -3.680 -4.537 -3.274
C -3.876 -5.863 -3.542
C -2.741 -6.723 -3.793
C -1.519 -6.138 -3.982
C -1.250 -4.761 -3.770
N -2.904 -8.172 -4.033
O -1.972 -8.813 -4.447
O -3.976 -8.734 -3.808
H -2.250 -2.926 -3.642
H -4.419 -3.807 -2.978
H -4.897 -6.131 -3.311
H -0.732 -6.800 -4.311
H -0.256 -4.350 -3.875
N -2.748 3.985 -2.381
C -1.732 3.070 -2.446
C -0.486 3.377 -1.924
C -0.131 4.722 -1.492
C -1.238 5.614 -1.416
C -2.498 5.264 -2.017
H -1.982 2.075 -2.783
H 0.226 2.571 -2.029
H 0.857 4.981 -1.139
H -1.151 6.565 -0.912
H -3.441 5.790 -1.986
N -3.759 3.929 3.552
C -3.911 5.140 2.924
C -2.877 5.575 2.064
C -1.721 4.830 1.883
C -1.643 3.602 2.544
C -2.683 3.201 3.335
H -4.802 5.710 3.141
H -2.965 6.506 1.523
H -0.860 5.235 1.372
H -0.934 2.831 2.277
H -2.785 2.244 3.824
N -4.064 -0.808 4.853
C -4.446 -1.885 4.157
C -3.466 -2.572 3.390
C -2.142 -2.180 3.359
C -1.784 -1.010 4.003
C -2.730 -0.489 4.778
H -5.473 -2.155 4.350
H -3.922 -3.376 2.831
H -1.575 -2.779 2.662
H -0.794 -0.603 3.859
H -2.513 0.459 5.247
N -5.320 0.208 0.489
C -5.284 -1.129 0.396
C -4.192 -1.872 -0.037
C -3.081 -1.231 -0.419
C -3.057 0.166 -0.411
C -4.192 0.864 0.008
H -6.132 -1.721 0.706
H -4.246 -2.951 -0.010
H -2.242 -1.866 -0.664
H -2.145 0.689 -0.657
H -4.161 1.943 0.029
```

**Net charge**: -1
**2S+1**: 1
**E_LUMO**: 0.608 eV

Here are the Mulliken charges for atoms 1 to 2, given in e:
1 O -0.66
2 C 0.59

---

Density functional theory data (ωB97M-V/def2-TZVPD) for a structure of composition C49H41BrCeN6O9S3 in a non-equilibrium geometry.

```
110
Properties=species:S:1:pos:R:3
Ce -0.296 -1.064 -0.028
S 1.874 -4.093 -3.580
C 2.021 -5.013 -2.119
C 2.343 -6.356 -1.971
C 2.361 -6.883 -0.694
C 2.066 -6.082 0.412
C 1.748 -4.747 0.266
C 1.718 -4.197 -1.015
N 1.398 -2.889 -1.344
C 1.418 -2.681 -2.618
C 1.031 -1.430 -3.259
C 1.374 -1.199 -4.595
C 0.972 -0.037 -5.223
C 0.243 0.898 -4.498
C -0.070 0.658 -3.171
C 0.283 -0.515 -2.493
H 2.565 -6.971 -2.833
H 2.601 -7.929 -0.552
H 2.084 -6.524 1.400
H 1.485 -4.116 1.101
H 1.969 -1.929 -5.132
H 1.222 0.143 -6.260
H -0.083 1.814 -4.977
H -0.626 1.423 -2.632
O -4.959 5.205 -1.667
C -3.744 5.327 -0.951
C -3.200 3.961 -0.644
C -2.247 3.788 0.352
C -1.750 2.518 0.582
N -2.153 1.442 -0.086
C -3.081 1.600 -1.028
C -3.616 2.845 -1.350
C -3.520 0.373 -1.731
C -4.787 0.288 -2.299
C -5.171 -0.883 -2.937
C -6.521 -0.990 -3.594
O -6.552 -0.304 -4.842
C -4.246 -1.913 -3.015
C -2.999 -1.738 -2.435
N -2.647 -0.634 -1.786
H -5.285 6.083 -1.879
H -3.892 5.869 -0.011
H -3.003 5.879 -1.542
H -1.889 4.628 0.934
H -0.989 2.358 1.335
H -4.339 2.959 -2.144
H -5.485 1.111 -2.229
H -7.286 -0.514 -2.981
H -6.793 -2.042 -3.727
H -5.793 -0.587 -5.363
H -4.491 -2.849 -3.502
H -2.252 -2.519 -2.484
Br -4.252 -3.254 2.806
C -3.327 -4.692 1.986
C -3.633 -5.942 2.512
C -3.013 -7.076 2.020
C -2.079 -6.967 1.003
C -1.784 -5.726 0.475
C -2.398 -4.563 0.941
C -1.978 -3.285 0.232
O -1.148 -3.395 -0.711
O -2.479 -2.188 0.569
H -4.360 -6.014 3.308
H -3.263 -8.044 2.433
H -1.581 -7.851 0.628
H -1.057 -5.617 -0.320
C 9.197 3.853 -0.647
C 7.807 4.100 -0.127
C 7.217 3.230 0.785
C 5.940 3.469 1.270
C 5.248 4.583 0.830
C 5.814 5.464 -0.079
C 7.089 5.217 -0.554
S 3.629 4.931 1.483
O 3.426 6.356 1.456
O 3.508 4.222 2.721
N 2.547 4.342 0.397
C 2.658 3.023 -0.234
C 2.830 1.867 0.765
C 1.840 0.732 0.488
O 2.215 -0.451 0.573
O 0.654 1.067 0.177
H 9.680 3.039 -0.109
H 9.810 4.748 -0.545
H 9.167 3.594 -1.707
H 7.766 2.362 1.127
H 5.482 2.813 1.999
H 5.258 6.342 -0.382
H 7.542 5.904 -1.258
H 2.303 5.087 -0.243
H 3.470 3.013 -0.969
H 1.719 2.870 -0.761
H 2.622 2.223 1.775
H 3.836 1.457 0.745
O 1.100 -0.564 3.601
S 1.180 -1.949 3.099
N 0.378 -2.325 1.912
N -1.386 -0.199 2.022
C -1.576 0.055 3.122
C -1.814 0.392 4.484
C -1.088 1.437 5.056
C -1.309 1.774 6.378
C -2.242 1.071 7.129
C -2.957 0.026 6.559
C -2.750 -0.319 5.236
H -0.345 1.954 4.462
H -0.747 2.581 6.827
H -2.407 1.334 8.166
H -3.675 -0.525 7.150
H -3.298 -1.131 4.777
```

**2S+1**: 1
**E_LUMO (spin up / spin down)**: -1.199 / -1.217 eV

Here are the Mulliken charges for atoms 1 to 2, given in e:
1 Ce 0.72
2 S -0.43

---

2S+1 of number 2 (C49H41BBr3N8O16)?
1

---

The highest 2S+1 belongs to which entry?
C49H40ClGeN2O2PReS

---

Look up the 2S+1 of the second one.
1